The following is a DFT calculation (ωB97M-V/def2-TZVPD) of C27H35IN4P2Ru as an isolated structure.

Atoms and positions in Å:
Ru: -0.03 0.67 2.21
C: -1.94 1.64 -3.50
C: -2.11 0.33 -3.34
C: -1.21 -0.71 -3.91
C: 0.30 -0.34 -3.93
C: 0.86 0.43 -2.78
C: 0.77 1.75 -2.58
C: 0.43 2.62 -3.73
C: -0.93 2.29 -4.39
C: 1.08 0.64 3.97
H: -2.65 2.34 -3.05
H: -3.05 -0.07 -2.96
H: -1.50 -0.96 -4.95
H: -1.36 -1.63 -3.32
H: 0.84 -1.31 -3.95
H: 0.51 0.16 -4.89
H: 1.59 -0.16 -2.22
H: 1.13 2.23 -1.67
H: 1.18 2.53 -4.53
H: 0.44 3.67 -3.42
H: -1.36 3.25 -4.73
H: -0.74 1.67 -5.28
H: 0.51 1.28 4.65
H: 2.10 1.01 3.81
H: 1.12 -0.39 4.39
P: 1.60 -0.46 1.23
P: -1.37 -0.83 1.22
N: 2.71 0.83 0.70
N: 2.68 -1.57 1.98
N: -2.24 0.48 0.34
N: -2.65 -1.81 1.86
C: 0.92 -1.40 -0.13
C: -0.55 -1.84 -0.02
C: 2.41 2.14 1.09
C: 3.50 2.94 0.78
C: 4.48 2.12 0.15
C: 3.97 0.82 0.10
C: 3.56 -1.26 3.03
C: 4.23 -2.41 3.40
C: 3.77 -3.47 2.55
C: 2.81 -2.94 1.71
C: -1.89 1.77 0.64
C: -2.73 2.64 -0.04
C: -3.60 1.83 -0.83
C: -3.29 0.50 -0.56
C: -3.95 -1.94 1.37
C: -4.72 -2.60 2.31
C: -3.88 -2.88 3.44
C: -2.62 -2.36 3.15
H: 1.58 -2.23 -0.39
H: 0.97 -0.67 -0.93
H: -1.07 -1.69 -0.98
H: -0.63 -2.90 0.28
H: 1.46 2.35 1.59
H: 3.58 3.98 1.03
H: 5.43 2.46 -0.20
H: 4.38 -0.10 -0.30
H: 3.59 -0.26 3.44
H: 4.97 -2.49 4.18
H: 4.13 -4.49 2.55
H: 2.20 -3.40 0.96
H: -1.10 2.00 1.38
H: -2.69 3.72 0.02
H: -4.32 2.17 -1.56
H: -3.70 -0.41 -0.97
H: -4.20 -1.59 0.38
H: -5.77 -2.85 2.20
H: -4.16 -3.38 4.35
H: -1.71 -2.34 3.72
I: -2.07 0.89 3.90

Computed properties:
Charge ... +2
Expectation value of S² ... 6.032
Highest occupied orbital energy (alpha / beta) ... -13.6 / -13.6 eV
E_tot ... -2343.3481 hartree
Maximum force ... 4.33 eV/Å
2S+1 ... 5
LUMO level (alpha / beta) ... -6.5 / -9.9 eV

Here are the Mulliken charges for atoms 1 to 8, given in e:
1. Ru -0.795
2. C -0.346
3. C -0.352
4. C -1.010
5. C -1.334
6. C 0.094
7. C -0.310
8. C -1.098

=====

The following is a DFT calculation (ωB97M-V/def2-TZVPD) of a 11-piece molecular cluster, C39H71N5O17 overall.

Atoms and positions in Å:
O: -2.19 -2.69 -0.94
C: -2.64 -2.48 0.16
C: -3.84 -2.93 0.84
C: -4.25 -1.66 1.60
C: -2.81 -1.31 2.13
O: -2.03 -1.55 0.96
H: -4.55 -3.37 0.13
H: -3.74 -3.81 1.48
H: -4.58 -0.85 0.96
H: -4.85 -1.82 2.50
H: -2.61 -0.28 2.42
H: -2.44 -1.91 2.97
O: 2.18 -1.96 4.74
C: 1.28 -1.18 4.93
C: 0.88 -0.57 6.21
C: -0.09 0.56 5.86
C: -0.65 -0.01 4.55
O: 0.43 -0.75 3.99
H: 0.46 -1.34 6.86
H: 1.78 -0.11 6.62
H: -0.82 0.83 6.63
H: 0.55 1.44 5.81
H: -1.56 -0.57 4.77
H: -0.83 0.81 3.86
O: -0.31 3.02 -6.78
C: -0.72 1.92 -6.46
C: -1.79 1.54 -5.49
C: -2.28 0.25 -6.10
C: -1.02 -0.33 -6.69
O: -0.19 0.82 -7.04
H: -1.20 1.47 -4.58
H: -2.47 2.39 -5.45
H: -2.73 -0.32 -5.28
H: -3.06 0.45 -6.83
H: -0.46 -0.93 -5.97
H: -1.26 -0.89 -7.59
O: -6.38 6.08 0.02
C: -5.90 4.98 -0.19
C: -4.73 4.37 0.53
C: -4.85 2.88 0.11
C: -5.67 2.95 -1.16
O: -6.34 4.23 -1.15
H: -3.77 4.68 0.13
H: -4.69 4.58 1.59
H: -3.85 2.51 -0.11
H: -5.45 2.30 0.81
H: -4.92 2.94 -1.96
H: -6.45 2.21 -1.32
O: 1.67 -2.11 -6.33
C: 2.11 -1.44 -5.41
C: 2.15 -1.80 -3.92
C: 3.21 -0.78 -3.48
C: 2.94 0.44 -4.38
O: 2.67 -0.22 -5.60
H: 1.21 -1.59 -3.40
H: 2.43 -2.84 -3.80
H: 3.18 -0.35 -2.47
H: 4.22 -1.17 -3.62
H: 2.04 0.96 -4.03
H: 3.76 1.16 -4.27
O: -0.86 -6.19 -0.88
C: 0.22 -5.68 -0.96
C: 0.67 -4.35 -1.58
C: 1.87 -3.99 -0.75
C: 2.42 -5.38 -0.43
O: 1.30 -6.23 -0.30
H: 0.83 -4.61 -2.63
H: -0.17 -3.66 -1.59
H: 2.61 -3.39 -1.28
H: 1.66 -3.47 0.18
H: 3.11 -5.70 -1.22
H: 3.11 -5.51 0.41
C: 1.30 -0.55 0.81
N: 0.14 0.11 0.23
C: 0.11 0.86 -0.87
C: -1.29 1.26 -1.40
O: 1.10 1.18 -1.51
H: 2.28 -0.52 0.33
H: 1.03 -1.57 1.06
H: 1.46 0.10 1.67
H: -0.71 -0.14 0.70
H: -1.82 0.49 -1.96
H: -1.29 2.14 -2.04
H: -1.94 1.60 -0.60
C: 0.20 -4.75 2.67
N: -0.10 -4.62 4.09
C: -1.27 -4.18 4.52
C: -1.53 -3.81 5.96
O: -2.26 -4.16 3.76
H: 0.57 -3.79 2.30
H: -0.68 -5.02 2.10
H: 0.93 -5.53 2.45
H: 0.57 -4.66 4.84
H: -0.55 -3.38 6.21
H: -1.59 -4.73 6.54
H: -2.26 -3.04 6.14
C: -0.94 5.67 -4.27
N: -2.18 5.09 -4.61
C: -3.09 4.54 -3.76
C: -4.40 4.24 -4.42
O: -2.81 4.31 -2.59
H: -0.67 5.52 -3.22
H: -0.79 6.69 -4.64
H: -0.14 5.06 -4.70
H: -2.45 5.16 -5.58
H: -4.30 4.29 -5.50
H: -5.06 5.06 -4.13
H: -4.83 3.30 -4.08
C: 4.40 -1.31 2.16
N: 5.23 -0.92 1.06
C: 5.37 0.31 0.58
C: 6.16 0.50 -0.70
O: 4.75 1.24 1.15
H: 4.24 -0.48 2.84
H: 5.09 -1.94 2.73
H: 3.46 -1.79 1.89
H: 5.85 -1.58 0.61
H: 6.07 -0.32 -1.40
H: 7.19 0.60 -0.34
H: 5.97 1.49 -1.12
C: 5.46 2.80 5.16
N: 4.19 2.37 4.57
C: 3.17 3.23 4.37
C: 1.98 2.72 3.56
O: 3.20 4.36 4.82
H: 6.25 2.06 5.08
H: 5.30 3.06 6.21
H: 5.87 3.67 4.64
H: 4.04 1.40 4.35
H: 1.08 3.32 3.63
H: 1.77 1.68 3.81
H: 2.20 2.65 2.49

Computed properties:
Structure (SMILES) ... O=C1CCCO1.O=C1CCCO1.O=C1CCCO1.O=C1CCCO1.O=C1CCCO1.O=C1CCCO1.CNC(C)=O.CNC(C)=O.CNC(C)=O.CNC(C)=O.CNC(C)=O
Highest occupied orbital energy ... -9.5 eV
E_tot ... -3081.5680 hartree
Maximum force ... 4.38 eV/Å
LUMO level ... 0.0 eV

Here are the Mulliken charges for atoms 1 to 8, given in e:
1. O -0.635
2. C 0.209
3. C -0.563
4. C -0.595
5. C 0.560
6. O -0.107
7. H 0.376
8. H 0.204

=====

The following is a DFT calculation (ωB97M-V/def2-TZVPD) of one molecule with the formula C5H9N.

Atoms and positions in Å:
C: -0.65 -2.44 0.08
C: -0.95 -1.13 -0.09
C: 0.01 -0.05 0.05
C: 1.49 -0.34 0.00
C: -0.46 1.19 -0.13
N: 0.21 2.44 0.08
H: 0.21 -2.63 0.72
H: -1.27 -3.24 -0.28
H: -1.99 -0.89 0.13
H: 1.76 -1.38 0.15
H: 1.96 0.32 0.74
H: 1.97 0.01 -0.92
H: -1.53 1.39 -0.23
H: -0.33 3.05 0.68
H: 0.26 2.93 -0.81

Computed properties:
Structure (SMILES) ... C=C/C(C)=C/N
Highest occupied orbital energy ... -8.1 eV
E_tot ... -250.5827 hartree
Maximum force ... 2.20 eV/Å
LUMO level ... 0.9 eV

Here are the Mulliken charges for atoms 1 to 8, given in e:
1. C -0.722
2. C -0.386
3. C 0.879
4. C -1.122
5. C -0.467
6. N -0.618
7. H 0.225
8. H 0.283

=====

What is the formula in the third record? C5H9N

=====

Which of these has the lowest E_tot? C39H71N5O17

=====

Copy entry 1 word for word.
The following is a DFT calculation (ωB97M-V/def2-TZVPD) of C27H35IN4P2Ru as an isolated structure.

Atoms and positions in Å:
Ru: -0.03 0.67 2.21
C: -1.94 1.64 -3.50
C: -2.11 0.33 -3.34
C: -1.21 -0.71 -3.91
C: 0.30 -0.34 -3.93
C: 0.86 0.43 -2.78
C: 0.77 1.75 -2.58
C: 0.43 2.62 -3.73
C: -0.93 2.29 -4.39
C: 1.08 0.64 3.97
H: -2.65 2.34 -3.05
H: -3.05 -0.07 -2.96
H: -1.50 -0.96 -4.95
H: -1.36 -1.63 -3.32
H: 0.84 -1.31 -3.95
H: 0.51 0.16 -4.89
H: 1.59 -0.16 -2.22
H: 1.13 2.23 -1.67
H: 1.18 2.53 -4.53
H: 0.44 3.67 -3.42
H: -1.36 3.25 -4.73
H: -0.74 1.67 -5.28
H: 0.51 1.28 4.65
H: 2.10 1.01 3.81
H: 1.12 -0.39 4.39
P: 1.60 -0.46 1.23
P: -1.37 -0.83 1.22
N: 2.71 0.83 0.70
N: 2.68 -1.57 1.98
N: -2.24 0.48 0.34
N: -2.65 -1.81 1.86
C: 0.92 -1.40 -0.13
C: -0.55 -1.84 -0.02
C: 2.41 2.14 1.09
C: 3.50 2.94 0.78
C: 4.48 2.12 0.15
C: 3.97 0.82 0.10
C: 3.56 -1.26 3.03
C: 4.23 -2.41 3.40
C: 3.77 -3.47 2.55
C: 2.81 -2.94 1.71
C: -1.89 1.77 0.64
C: -2.73 2.64 -0.04
C: -3.60 1.83 -0.83
C: -3.29 0.50 -0.56
C: -3.95 -1.94 1.37
C: -4.72 -2.60 2.31
C: -3.88 -2.88 3.44
C: -2.62 -2.36 3.15
H: 1.58 -2.23 -0.39
H: 0.97 -0.67 -0.93
H: -1.07 -1.69 -0.98
H: -0.63 -2.90 0.28
H: 1.46 2.35 1.59
H: 3.58 3.98 1.03
H: 5.43 2.46 -0.20
H: 4.38 -0.10 -0.30
H: 3.59 -0.26 3.44
H: 4.97 -2.49 4.18
H: 4.13 -4.49 2.55
H: 2.20 -3.40 0.96
H: -1.10 2.00 1.38
H: -2.69 3.72 0.02
H: -4.32 2.17 -1.56
H: -3.70 -0.41 -0.97
H: -4.20 -1.59 0.38
H: -5.77 -2.85 2.20
H: -4.16 -3.38 4.35
H: -1.71 -2.34 3.72
I: -2.07 0.89 3.90

Computed properties:
Charge ... +2
Expectation value of S² ... 6.032
Highest occupied orbital energy (alpha / beta) ... -13.6 / -13.6 eV
E_tot ... -2343.3481 hartree
Maximum force ... 4.33 eV/Å
2S+1 ... 5
LUMO level (alpha / beta) ... -6.5 / -9.9 eV

Here are the Mulliken charges for atoms 1 to 8, given in e:
1. Ru -0.795
2. C -0.346
3. C -0.352
4. C -1.010
5. C -1.334
6. C 0.094
7. C -0.310
8. C -1.098